Below is the molecule C4H7NO in a non-equilibrium geometry, with properties calculated with the ωB97M-V functional and the def2-TZVPD basis.

The geometry in XYZ format:
```
13
Properties=species:S:1:pos:R:3:forces:R:3:mulliken_charge:R:1
O 1.4890 1.9785 0.4837 0.1 -0.5 -0.2 -0.469
C 1.9479 0.9420 0.0682 0.2 0.2 0.2 0.076
C 1.2214 -0.3679 -0.0532 0.6 -0.3 0.5 -0.416
C -0.1275 -0.3913 0.5407 0.8 -0.2 0.3 -0.146
C -2.0847 -0.2679 -0.2581 -1.3 -0.6 -0.1 -0.754
N -0.9865 -1.1756 0.0485 0.5 1.4 -0.8 -0.479
H 3.0001 0.8687 -0.2655 0.0 0.3 -0.1 0.338
H 1.7964 -1.1470 0.4285 0.7 -0.3 0.0 0.277
H 1.1489 -0.6333 -1.1248 0.1 0.1 0.5 0.299
H -0.3961 0.3642 1.2890 0.0 0.5 -0.5 0.413
H -1.7936 0.2770 -1.1808 -0.4 -0.4 0.4 0.256
H -2.3409 0.5034 0.4880 0.0 -0.4 0.1 0.325
H -2.8743 -0.9508 -0.4643 -1.4 0.2 -0.3 0.281
```
Forces are in eV/Å.

- energy (eV) = -7796.3994
- orbital gap (eV) = 9.6
- LUMO level (Ha) = 0.02765
- ΔE to the lowest compared entry with this formula, charge and spin (kcal per mole) = 74.8

=====

Below is a cluster of 2 separate species, C4H7NO in total in a non-equilibrium geometry, with properties calculated with the ωB97M-V functional and the def2-TZVPD basis.

The geometry in XYZ format:
```
13
Properties=species:S:1:pos:R:3:forces:R:3:mulliken_charge:R:1
C -1.7438 -0.2785 0.3331 -0.1 0.1 0.1 -1.091
C -0.5395 0.3787 -0.3179 -0.4 1.8 -0.7 -0.064
C 0.4667 0.9977 0.5494 0.9 -1.0 1.1 -0.123
O 1.6518 1.0632 0.3396 0.1 0.7 0.0 -0.559
C 2.3497 -1.1648 -0.6984 1.4 -0.1 0.5 0.089
N 1.9024 -2.0997 -1.1720 -0.7 -0.5 -0.5 -0.410
H -1.5169 -1.2985 0.6504 0.1 0.1 -0.1 0.313
H -2.5948 -0.3364 -0.3467 0.1 0.1 0.0 0.294
H -2.0665 0.2719 1.2183 0.0 0.0 0.0 0.338
H -0.1679 -0.1207 -1.2216 0.1 0.2 0.5 0.348
H 0.0545 1.5034 1.4405 -0.2 0.0 0.1 0.332
H -0.7206 1.5002 -0.5812 -1.1 -1.4 -0.7 0.187
H 2.9250 -0.4164 -0.1934 -0.3 0.0 -0.3 0.346
```
Forces are in eV/Å.

- energy (eV) = -7797.3099
- orbital gap (eV) = 10.9
- LUMO level (Ha) = 0.03007
- ΔE to the lowest compared entry with this formula, charge and spin (kcal per mole) = 53.8

=====

Below is a structure of composition C4H7NO in a non-equilibrium geometry, with properties calculated with the ωB97M-V functional and the def2-TZVPD basis.

The geometry in XYZ format:
```
13
Properties=species:S:1:pos:R:3:forces:R:3:mulliken_charge:R:1
C -0.3728 -1.2756 -1.6721 0.9 -0.5 1.0 -0.702
C -0.0850 0.9129 -0.0609 0.2 0.5 0.0 -0.649
C 0.1253 1.3304 1.3628 0.2 0.4 0.4 -0.175
N 0.8053 0.0146 1.5830 0.0 -0.5 0.0 -0.467
C 0.4238 -0.2894 0.2670 -0.5 0.3 -0.4 0.586
O 0.5051 -1.4378 -0.4084 -1.3 0.9 -1.7 -0.402
H -0.1314 -0.4378 -2.3585 0.5 -0.4 0.9 0.271
H -0.1462 -2.2113 -2.1521 -0.2 -0.3 -0.4 0.259
H -1.4405 -1.1710 -1.4179 0.6 -0.2 0.3 0.339
H -0.0468 1.5038 -0.9569 -0.5 -0.1 -0.2 0.273
H -0.7877 1.4293 1.9623 0.2 0.0 -0.1 0.212
H 0.7818 2.1820 1.5297 0.1 0.0 0.1 0.222
H 0.5199 -0.5614 2.3662 -0.2 -0.1 -0.1 0.234
```
Forces are in eV/Å.

- energy (eV) = -7796.4058
- orbital gap (eV) = 9.1
- LUMO level (Ha) = 0.03913
- ΔE to the lowest compared entry with this formula, charge and spin (kcal per mole) = 74.7

=====

Question: Look up the LUMO level of the first one.
Answer: 0.02765 Ha

=====

Question: The lowest LUMO level belongs to which entry?
Answer: number 1